Below is a molecular structure, C18H44CrN2O6, with properties calculated with wB97M-V/def2-TZVPD.

Computed properties:
* molecular weight: 436.6 g mol⁻¹
* relative energy (zero: lowest compared OMol25 entry of this formula, charge and spin): 0.0 kcal per mole
* HOMO level (alpha / beta): -6.318 / -7.723 eV
* DFT total energy: -63064.44492 eV
* frontier orbital gap (alpha / beta): 0.2475 / 0.2989 Ha

ORCA input file:
```
! wB97M-V def2-TZVPD RIJCOSX def2/J DEFGRID3
* xyz 0 5
Cr 0.7432 0.2052 -0.3379
C 2.3778 -0.8105 -3.9692
C 1.4676 0.3566 -3.5637
C 0.4144 0.5875 -4.6251
O 0.9058 0.2072 -2.3344
H 2.9217 -0.5462 -4.8822
H 1.7904 -1.7203 -4.1610
H 3.0711 -1.1002 -3.1788
H 2.1232 1.2644 -3.5397
H -0.2093 -0.2986 -4.8067
H 0.8555 0.8654 -5.5909
H -0.2870 1.3706 -4.3206
C -0.0504 -0.5555 3.9272
C 0.9856 -0.0416 2.9385
C 2.2104 -0.9181 2.9817
O 0.4423 0.0797 1.6955
H -0.2566 -1.6237 3.7404
H -1.0135 -0.0513 3.8290
H 0.3098 -0.5005 4.9589
H 1.2688 0.9785 3.2897
H 2.9383 -0.6591 2.2102
H 1.9584 -1.9805 2.9139
H 2.7169 -0.8289 3.9566
C -1.9975 1.4351 -1.6356
O -1.0345 1.5269 -0.6328
C -0.8879 2.8495 -0.1764
C 0.4987 3.0807 0.4265
N 1.5175 2.2473 -0.2200
C 2.7585 2.1808 0.6010
C 3.7127 1.1220 0.0789
O 3.0021 -0.0950 -0.1528
C 3.8288 -1.1272 -0.5900
H -1.6934 1.9867 -2.5308
H -2.9677 1.7984 -1.2722
H -2.1101 0.3920 -1.9104
H -1.6787 3.0962 0.5419
H -1.0171 3.5250 -1.0355
H 0.4942 2.8537 1.4923
H 0.7177 4.1511 0.3252
H 1.7935 2.7312 -1.0720
H 2.5006 1.9562 1.6331
H 3.2605 3.1523 0.5324
H 4.4756 0.9328 0.8494
H 4.2193 1.4450 -0.8409
H 4.3286 -1.6291 0.2548
H 4.5983 -0.7735 -1.2839
H 3.2121 -1.8707 -1.0926
C 0.9889 -2.9559 0.4218
O 0.4184 -1.9855 -0.4441
C -0.8026 -2.4631 -1.0351
C -1.9431 -2.5764 -0.0662
N -2.1742 -1.3366 0.6382
C -3.3939 -1.3621 1.4268
C -3.9812 0.0375 1.5994
O -5.3933 0.0009 1.5234
C -5.9418 1.2635 1.4493
H 0.3143 -3.1981 1.2442
H 1.8902 -2.5285 0.8479
H 1.2670 -3.8456 -0.1541
H -0.6048 -3.4556 -1.4609
H -1.0003 -1.7684 -1.8516
H -1.7470 -3.4401 0.6040
H -2.8604 -2.8324 -0.6061
H -1.3947 -1.1028 1.2769
H -3.2006 -1.7524 2.4425
H -4.1579 -2.0185 1.0056
H -3.5296 0.6961 0.8469
H -3.6780 0.4897 2.5626
H -7.0154 1.1899 1.6097
H -5.7538 1.7575 0.4813
H -5.5221 1.9397 2.2165
*
```

Löwdin analysis output, partial charges in e: atom 1 (Cr): 0.743, atom 2 (C): -0.057, atom 3 (C): -0.620, atom 4 (C): -0.075, atom 5 (O): -0.310, atom 6 (H): 0.074, atom 7 (H): 0.079, atom 8 (H): 0.043, atom 9 (H): 0.124, atom 10 (H): 0.079, atom 11 (H): 0.074, atom 12 (H): 0.058, atom 13 (C): -0.066, atom 14 (C): -0.623, atom 15 (C): -0.062, atom 16 (O): -0.307, atom 17 (H): 0.076, atom 18 (H): 0.068, atom 19 (H): 0.075, atom 20 (H): 0.120, atom 21 (H): 0.060, atom 22 (H): 0.069, atom 23 (H): 0.085, atom 24 (C): -0.097, atom 25 (O): -0.264, atom 26 (C): -0.183, atom 27 (C): -0.165, atom 28 (N): -0.091, atom 29 (C): -0.151, atom 30 (C): -0.176, atom 31 (O): -0.269, atom 32 (C): -0.106, atom 33 (H): 0.090, atom 34 (H): 0.092, atom 35 (H): 0.089, atom 36 (H): 0.135, atom 37 (H): 0.126, atom 38 (H): 0.118, atom 39 (H): 0.127, atom 40 (H): 0.141, atom 41 (H): 0.111, atom 42 (H): 0.131, atom 43 (H): 0.135, atom 44 (H): 0.134, atom 45 (H): 0.102, atom 46 (H): 0.098, atom 47 (H): 0.088, atom 48 (C): -0.070, atom 49 (O): -0.266, atom 50 (C): -0.177, atom 51 (C): -0.223, atom 52 (N): -0.036, atom 53 (C): -0.188, atom 54 (C): -0.213, atom 55 (O): -0.179, atom 56 (C): -0.149, atom 57 (H): 0.095, atom 58 (H): 0.065, atom 59 (H): 0.105, atom 60 (H): 0.129, atom 61 (H): 0.118, atom 62 (H): 0.118, atom 63 (H): 0.127, atom 64 (H): 0.094, atom 65 (H): 0.120, atom 66 (H): 0.119, atom 67 (H): 0.105, atom 68 (H): 0.123, atom 69 (H): 0.087, atom 70 (H): 0.088, atom 71 (H): 0.089

***

Below is 5 unconnected molecules or ions with the total composition C18H44NO17S5, with properties calculated with wB97M-V/def2-TZVPD.

Computed properties:
* molecular weight: 706.9 g mol⁻¹
* HOMO level: -4.631 eV
* DFT total energy: -109853.98889 eV
* frontier orbital gap: 0.2285 Ha

ORCA input file:
```
! wB97M-V def2-TZVPD RIJCOSX def2/J DEFGRID3
* xyz -1 1
O 0.9839 -4.3992 -3.5922
C 1.4364 -3.3384 -3.1337
O 1.2389 -2.8931 -1.9752
C 2.2320 -2.4627 -4.1252
N 1.4649 -1.3120 -4.6254
C 1.1076 -0.3275 -3.6097
C -0.3751 0.0584 -3.6630
C -1.2191 -1.0272 -2.9666
C -2.5177 -1.3885 -3.6854
S -2.4568 -2.6488 -4.9209
O -1.5019 -2.3072 -5.9322
O -3.8160 -2.8584 -5.3395
O -1.9755 -3.9521 -4.1974
H 3.1719 -2.1064 -3.6977
H 2.4733 -3.1010 -4.9719
H 0.6583 -1.6410 -5.1400
H 1.2782 -0.7364 -2.6157
H 1.7196 0.5740 -3.7047
H -0.7005 0.1868 -4.6976
H -0.4787 1.0233 -3.1650
H -1.4855 -0.7102 -1.9607
H -0.5719 -1.8945 -2.8609
H -3.2506 -1.7338 -2.9551
H -2.9770 -0.5439 -4.1982
H -1.4086 -3.7628 -3.4253
O 3.1310 1.0277 -1.1304
S 3.2767 0.0326 -0.1109
O 2.2104 -0.1625 0.8280
O 4.6090 0.3595 0.7094
C 4.7663 1.7084 1.1973
C 3.9045 2.0085 2.4054
C 3.7619 -1.5031 -0.7856
H 4.5673 2.4105 0.3860
H 5.8224 1.7896 1.4491
H 2.8476 2.0111 2.1466
H 4.1551 2.9877 2.8146
H 4.0542 1.2558 3.1805
H 4.6016 -1.3340 -1.4549
H 2.9027 -1.9287 -1.3281
H 4.0384 -2.1601 0.0351
O 0.1778 1.7840 4.9801
S -0.2000 2.1299 3.6406
O 0.5345 3.1447 2.9503
O -1.7453 2.5311 3.6539
C -2.1624 3.5184 4.6158
C -1.7862 4.9296 4.2106
C -0.3367 0.6962 2.6447
H -1.7563 3.2604 5.5952
H -3.2443 3.4117 4.6682
H -0.7073 5.0728 4.2258
H -2.2397 5.6429 4.9001
H -2.1346 5.1420 3.2002
H -0.9319 -0.0400 3.1774
H 0.6708 0.3228 2.4662
H -0.7974 0.9691 1.6996
O 5.8589 4.5660 4.6753
S 6.7519 4.4309 5.7837
O 7.3839 3.1766 6.0479
O 6.0090 4.9367 7.0911
C 4.7102 4.3564 7.3750
C 4.8044 2.9565 7.9435
C 7.9778 5.6901 5.7163
H 4.1016 4.3822 6.4706
H 4.2612 5.0362 8.0957
H 5.1825 2.2514 7.2056
H 3.8153 2.6249 8.2588
H 5.4774 2.9355 8.8008
H 7.4900 6.6459 5.5499
H 8.6339 5.4438 4.8848
H 8.5322 5.6872 6.6505
O -8.1928 -5.8979 -3.0080
S -8.9004 -5.7654 -4.2446
O -8.6476 -6.6842 -5.3102
O -8.7652 -4.2809 -4.7642
C -7.4301 -3.7074 -4.8859
C -6.6780 -4.1886 -6.1025
C -10.6326 -5.7247 -3.9304
H -6.8735 -3.8995 -3.9688
H -7.6075 -2.6359 -4.9442
H -6.4214 -5.2441 -6.0230
H -5.7565 -3.6201 -6.1988
H -7.2813 -4.0591 -7.0025
H -10.8289 -5.0061 -3.1402
H -10.9203 -6.7260 -3.6186
H -11.1458 -5.4517 -4.8480
*
```

Löwdin analysis output, partial charges in e: atom 1 (O): -0.044, atom 2 (C): -0.724, atom 3 (O): -0.098, atom 4 (C): -0.147, atom 5 (N): -0.037, atom 6 (C): -0.247, atom 7 (C): -0.172, atom 8 (C): -0.196, atom 9 (C): -0.244, atom 10 (S): 0.573, atom 11 (O): -0.273, atom 12 (O): -0.308, atom 13 (O): -0.130, atom 14 (H): 0.098, atom 15 (H): 0.103, atom 16 (H): 0.075, atom 17 (H): 0.085, atom 18 (H): 0.103, atom 19 (H): 0.106, atom 20 (H): 0.105, atom 21 (H): 0.116, atom 22 (H): 0.076, atom 23 (H): 0.103, atom 24 (H): 0.109, atom 25 (H): 0.087, atom 26 (O): -0.277, atom 27 (S): 0.580, atom 28 (O): -0.287, atom 29 (O): -0.266, atom 30 (C): -0.253, atom 31 (C): -0.065, atom 32 (C): -0.118, atom 33 (H): 0.112, atom 34 (H): 0.118, atom 35 (H): 0.050, atom 36 (H): 0.074, atom 37 (H): 0.088, atom 38 (H): 0.077, atom 39 (H): 0.039, atom 40 (H): 0.079, atom 41 (O): -0.286, atom 42 (S): 0.570, atom 43 (O): -0.276, atom 44 (O): -0.266, atom 45 (C): -0.261, atom 46 (C): -0.076, atom 47 (C): -0.111, atom 48 (H): 0.111, atom 49 (H): 0.119, atom 50 (H): 0.069, atom 51 (H): 0.077, atom 52 (H): 0.084, atom 53 (H): 0.079, atom 54 (H): 0.051, atom 55 (H): 0.084, atom 56 (O): -0.274, atom 57 (S): 0.557, atom 58 (O): -0.272, atom 59 (O): -0.267, atom 60 (C): -0.244, atom 61 (C): -0.071, atom 62 (C): -0.124, atom 63 (H): 0.115, atom 64 (H): 0.119, atom 65 (H): 0.073, atom 66 (H): 0.083, atom 67 (H): 0.083, atom 68 (H): 0.074, atom 69 (H): 0.076, atom 70 (H): 0.073, atom 71 (O): -0.276, atom 72 (S): 0.552, atom 73 (O): -0.277, atom 74 (O): -0.271, atom 75 (C): -0.233, atom 76 (C): -0.069, atom 77 (C): -0.130, atom 78 (H): 0.116, atom 79 (H): 0.121, atom 80 (H): 0.079, atom 81 (H): 0.050, atom 82 (H): 0.084, atom 83 (H): 0.071, atom 84 (H): 0.073, atom 85 (H): 0.071

***

Below is a molecular structure, C18H45AlN4O9, with properties calculated with wB97M-V/def2-TZVPD.

Computed properties:
* molecular weight: 488.6 g mol⁻¹
* HOMO level (alpha / beta): -18.266 / -18.262 eV
* DFT total energy: -50340.23920 eV
* frontier orbital gap (alpha / beta): 0.1626 / 0.1625 Ha

ORCA input file:
```
! wB97M-V def2-TZVPD RIJCOSX def2/J DEFGRID3
* xyz 3 2
Al 0.2795 0.1511 0.7233
N -3.4926 0.6158 2.4469
O -3.9631 -0.4512 2.7562
O -4.1382 1.5979 2.5251
O -2.3319 0.6514 2.0958
C -3.0087 -2.6162 0.0390
O -2.5106 -1.2911 -0.1621
C -3.3720 -0.5912 -1.0989
C -3.0899 0.9343 -1.0378
N -1.7139 1.2486 -1.3470
C -1.6132 2.6806 -1.4560
C -0.1799 3.2207 -1.6480
O 0.6031 2.7641 -0.5643
C 1.6739 3.7052 -0.2467
H -3.0777 -3.1763 -0.8935
H -4.0262 -2.5827 0.4287
H -2.3425 -3.1583 0.7101
H -4.4428 -0.7080 -0.9323
H -3.2574 -0.9915 -2.1063
H -3.2602 1.3158 -0.0310
H -3.8671 1.4446 -1.6068
H -1.6018 0.9610 -2.3087
H -2.1296 3.1399 -0.6131
H -2.1338 2.9956 -2.3603
H -0.2104 4.3036 -1.7680
H 0.1730 2.7902 -2.5852
H 2.3042 3.5489 0.6287
H 1.3773 4.7500 -0.1545
H 2.4171 3.7339 -1.0436
C 0.3577 -3.7226 0.8716
O 0.2577 -2.6554 -0.0209
C 0.4230 -3.1322 -1.3941
C 0.3239 -1.9171 -2.3382
N 1.3332 -0.8502 -1.9256
C 1.6438 0.0841 -3.0554
C 0.5523 0.2635 -4.1782
O -0.7402 0.6345 -3.6512
C -1.6215 0.8228 -4.7475
H 1.3373 -4.1724 0.7097
H -0.4231 -4.4673 0.7171
H 0.3938 -3.4671 1.9307
H -0.3197 -3.9011 -1.6069
H 1.4310 -3.5400 -1.4709
H -0.6860 -1.5348 -2.1897
H 0.4756 -2.3366 -3.3327
H 2.2053 -1.3524 -1.8402
H 2.5615 -0.2800 -3.5174
H 1.9598 1.0572 -2.6794
H 0.5612 -0.6806 -4.7230
H 0.8772 1.0114 -4.9015
H -1.4639 1.7527 -5.2939
H -2.6266 0.9200 -4.3371
H -1.5897 0.0745 -5.5394
C -1.2475 -2.3759 3.6246
O -0.0614 -1.5853 3.2500
C 0.6830 -1.3470 4.4347
C 1.9163 -0.4388 4.1509
N 1.4679 0.7733 3.4373
C 2.5476 1.7187 3.3006
C 3.5875 1.3322 2.2287
O 2.9547 1.2383 0.9538
C 3.8336 1.2566 -0.1082
H -1.0087 -3.3939 3.9324
H -2.0014 -2.4907 2.8458
H -1.7989 -1.8484 4.4030
H 1.0228 -2.2818 4.8805
H 0.0973 -0.7921 5.1675
H 2.6967 -0.9465 3.5839
H 2.2807 -0.1581 5.1391
H 0.8969 1.1585 4.1760
H 3.0749 1.8070 4.2505
H 2.0326 2.6585 3.1014
H 3.9655 0.3138 2.3182
H 4.4364 2.0153 2.2580
H 4.5825 0.4654 -0.0730
H 4.4298 2.1681 -0.0652
H 3.3234 1.1553 -1.0661
*
```

Löwdin analysis output, partial charges in e: atom 1 (Al): 1.441, atom 2 (N): -0.614, atom 3 (O): 0.285, atom 4 (O): 0.291, atom 5 (O): 0.077, atom 6 (C): -0.072, atom 7 (O): -0.256, atom 8 (C): -0.155, atom 9 (C): -0.165, atom 10 (N): 0.032, atom 11 (C): -0.150, atom 12 (C): -0.167, atom 13 (O): -0.243, atom 14 (C): -0.052, atom 15 (H): 0.104, atom 16 (H): 0.105, atom 17 (H): 0.070, atom 18 (H): 0.138, atom 19 (H): 0.129, atom 20 (H): 0.100, atom 21 (H): 0.156, atom 22 (H): 0.059, atom 23 (H): 0.144, atom 24 (H): 0.155, atom 25 (H): 0.148, atom 26 (H): 0.120, atom 27 (H): 0.082, atom 28 (H): 0.109, atom 29 (H): 0.102, atom 30 (C): -0.100, atom 31 (O): -0.274, atom 32 (C): -0.137, atom 33 (C): -0.137, atom 34 (N): 0.016, atom 35 (C): -0.131, atom 36 (C): -0.149, atom 37 (O): -0.260, atom 38 (C): -0.062, atom 39 (H): 0.108, atom 40 (H): 0.110, atom 41 (H): 0.078, atom 42 (H): 0.145, atom 43 (H): 0.135, atom 44 (H): 0.105, atom 45 (H): 0.142, atom 46 (H): 0.116, atom 47 (H): 0.142, atom 48 (H): 0.094, atom 49 (H): 0.123, atom 50 (H): 0.143, atom 51 (H): 0.107, atom 52 (H): 0.098, atom 53 (H): 0.112, atom 54 (C): -0.048, atom 55 (O): -0.265, atom 56 (C): -0.185, atom 57 (C): -0.137, atom 58 (N): -0.019, atom 59 (C): -0.156, atom 60 (C): -0.144, atom 61 (O): -0.292, atom 62 (C): -0.106, atom 63 (H): 0.110, atom 64 (H): 0.071, atom 65 (H): 0.102, atom 66 (H): 0.147, atom 67 (H): 0.134, atom 68 (H): 0.129, atom 69 (H): 0.150, atom 70 (H): 0.138, atom 71 (H): 0.150, atom 72 (H): 0.138, atom 73 (H): 0.131, atom 74 (H): 0.152, atom 75 (H): 0.111, atom 76 (H): 0.114, atom 77 (H): 0.075